Molecular formula: C2H7OS2
Method: DFT, ωB97M-V/def2-TZVPD

## Properties
Energy relative to the best compared isomer or geometry (same formula, charge and spin), kJ/mol: 166.7
E_HOMO, hartree: -0.0925

Structure (ORCA input):
```
! RIJCOSX wB97M-V def2-TZVPD def2/J DEFGRID3
* xyz -1 1
C -1.3807 0.0825 1.8490
C 2.2592 0.1370 0.2280
H 1.2967 -0.3925 0.1677
H 2.6781 4.6440 -2.0259
H -1.5537 0.9684 2.4651
H 2.5330 0.5395 1.2273
H 2.1153 5.0738 -1.8363
H -2.2736 -0.5323 1.8916
S -1.0709 0.5759 0.1159
O 2.9143 0.2466 -0.7796
S -0.9866 -1.3623 -0.6961
H -0.5121 -0.4686 2.2167
*
```

Molecular formula: C2H7S
Method: DFT, ωB97M-V/def2-TZVPD

## Properties
Energy relative to the best compared isomer or geometry (same formula, charge and spin), kJ/mol: 152.9
E_HOMO, hartree: -0.0784

Structure (ORCA input):
```
! RIJCOSX wB97M-V def2-TZVPD def2/J DEFGRID3
* xyz -1 1
H -2.8959 -3.8228 2.7860
C 3.1696 3.4175 -2.1269
H -3.2513 -2.1449 2.1700
H -4.1518 -3.4023 1.6047
H 4.0964 3.4780 -2.6699
S 3.5146 1.8723 -0.5836
C -3.1265 -3.1964 1.9379
H 2.3482 2.8387 -2.5124
H 2.8682 4.3154 -1.6116
H -2.5715 -3.3556 1.0057
*
```

Molecular formula: C2H7S
Method: DFT, ωB97M-V/def2-TZVPD

## Properties
Energy relative to the best compared isomer or geometry (same formula, charge and spin), kJ/mol: 18.8
E_HOMO, hartree: -0.0902

Structure (ORCA input):
```
! RIJCOSX wB97M-V def2-TZVPD def2/J DEFGRID3
* xyz -1 1
H 2.9259 -1.3433 -1.6913
H -0.4334 -1.1159 -0.2298
H -0.8744 0.2380 -1.1586
H -2.0195 -0.3440 0.0446
S 1.8146 -0.8159 -1.1541
H -0.3724 1.7710 0.6617
C -0.9535 -0.1582 -0.1395
H 0.8169 0.4922 0.8840
C -0.2465 0.7101 0.8923
H -0.6577 0.5658 1.8908
*
```

Molecular formula: C2H7S2
Method: DFT, ωB97M-V/def2-TZVPD

## Properties
Energy relative to the best compared isomer or geometry (same formula, charge and spin), kJ/mol: 98.7
E_HOMO, hartree: -0.1113

Structure (ORCA input):
```
! RIJCOSX wB97M-V def2-TZVPD def2/J DEFGRID3
* xyz -1 1
S 0.8517 0.0338 0.5813
H -1.4135 -1.6928 0.6038
S 4.0109 1.0224 -0.8749
H 2.0466 0.2551 -0.2725
H 4.4560 0.4892 0.1715
H -2.5626 -0.2654 1.0522
C -1.9056 -0.7568 0.3337
H -1.1178 1.2386 0.3200
C -0.8914 0.3059 -0.1624
H -2.6078 -1.0558 -0.4637
H -0.8663 0.4258 -1.2890
*
```

Molecular formula: C2H7S3
Method: DFT, ωB97M-V/def2-TZVPD

## Properties
Energy relative to the best compared isomer or geometry (same formula, charge and spin), kJ/mol: 266.2
E_HOMO, hartree: -0.0852

Structure (ORCA input):
```
! RIJCOSX wB97M-V def2-TZVPD def2/J DEFGRID3
* xyz -1 1
H 2.3029 1.7746 -1.0387
H 2.5966 0.8680 -2.5530
S 0.5471 -0.5072 2.3584
H -2.4411 -0.5162 0.1654
S -2.0636 -0.0804 -1.0110
C 0.7351 0.3013 -1.5406
H 0.0857 1.0769 -1.9976
H 2.8324 0.1031 -0.9779
H -0.7302 -0.8071 2.7096
S 0.0958 0.0534 0.1684
H 0.5866 -0.6159 -2.0955
C 2.1812 0.8092 -1.5368
*
```

Molecular formula: C2H8
Method: DFT, ωB97M-V/def2-TZVPD

## Properties
SMILES string: C.C
Energy relative to the best compared isomer or geometry (same formula, charge and spin), kJ/mol: 1.3
E_HOMO, hartree: -0.4904

Structure (ORCA input):
```
! RIJCOSX wB97M-V def2-TZVPD def2/J DEFGRID3
* xyz 0 1
H -2.0083 -1.3362 -1.0063
H 2.3424 0.5977 1.0005
H -2.0349 -1.3642 0.7896
H -3.4851 -1.8770 -0.1378
H 2.1220 2.1545 0.1322
H 2.3480 0.6326 -0.7954
C -2.6337 -1.1809 -0.1148
C 2.6336 1.1809 0.1144
H -3.0063 -0.1460 -0.1037
H 3.7222 1.3385 0.1214
*
```

Molecular formula: C2H8
Method: DFT, ωB97M-V/def2-TZVPD

## Properties
SMILES string: C.C
Energy relative to the best compared isomer or geometry (same formula, charge and spin), kJ/mol: 1.6
E_HOMO, hartree: -0.4908

Structure (ORCA input):
```
! RIJCOSX wB97M-V def2-TZVPD def2/J DEFGRID3
* xyz 0 1
H 1.2799 4.3993 -2.3351
H -0.9980 -3.0539 1.7687
H 0.6583 3.5716 -0.8667
H -0.8905 -4.7818 1.2895
H -1.9899 -3.6708 0.4045
C 1.5633 3.9171 -1.3879
H 2.2178 3.0577 -1.5954
H 2.0979 4.6400 -0.7543
H -2.3754 -4.1619 2.0888
C -1.5635 -3.9173 1.3881
*
```

Molecular formula: C2H8AgB3INO4P
Method: DFT, ωB97M-V/def2-TZVPD

## Properties
<S²>: 0.76
E_HOMO (alpha / beta), hartree: -0.5778 / -0.5783

Structure (ORCA input):
```
! RIJCOSX wB97M-V def2-TZVPD def2/J DEFGRID3
* xyz 2 2
B 1.2353 1.6880 -1.1701
P 1.2504 3.6892 -1.3319
H -2.6663 -2.3506 -0.0978
C -2.1902 -1.6089 0.5412
O 1.3887 4.3889 0.0874
B 1.4101 -0.3481 -2.2013
O 1.1881 -0.9713 -0.9932
Ag -0.6771 -4.4155 2.8822
H -0.4315 -0.2258 1.9812
H 0.9126 -1.3593 1.8397
N -0.8501 -2.0715 0.9438
O 0.5665 1.1524 -0.1155
H 1.0867 -0.8147 -3.2341
H 1.9672 3.9417 0.7338
B 0.6096 -0.2583 0.0187
H -0.9806 -2.6706 1.7692
H -2.8506 -1.3959 1.3857
C 0.0400 -0.9558 1.3130
H -2.0818 -0.6894 -0.0350
I -0.8112 4.3049 -2.2186
O 1.8840 0.9707 -2.0986
*
```